77
Properties=species:S:1:pos:R:3:forces:R:3 method="wB97M-V/def2-TZVPD" e_homo_ev=-5.3 e_above_lowest_kcal_mol=90.06 e_tot_ev=-152522.1687 multiplicity=1 charge=-1 lumo_energy_ev=2.572 largest_force_ev_per_a=3.85 homo_lumo_gap_ha=0.289
Sc 0.427169 0.512707 0.128724 -1.9 -2.2 -0.6
Cl -0.372803 2.218224 -1.440840 -0.3 0.1 -0.5
P -1.220644 1.373058 1.606914 -2.8 1.5 2.2
C -2.872270 1.736902 0.763767 0.2 0.2 0.4
C -1.713903 0.409467 3.126565 -0.3 0.4 0.0
C -0.662828 3.083318 2.136626 -0.4 -0.2 -0.2
C -3.246396 0.750018 -0.334142 0.0 0.4 0.5
H -2.673302 2.692927 0.278220 0.1 0.2 0.0
C -4.051775 1.908255 1.717372 -0.1 0.1 0.1
H -4.452287 0.947580 2.033447 0.0 -0.2 0.0
H -4.854196 2.431067 1.196091 -0.1 0.0 -0.1
H -3.821107 2.480746 2.609051 0.0 0.1 0.1
H -2.722067 0.966156 -1.256741 0.1 0.1 0.3
H -4.316860 0.826023 -0.531434 -0.1 0.1 -0.1
H -3.037319 -0.279505 -0.052778 -0.1 0.4 0.2
H -0.628718 3.571310 1.160204 0.0 0.0 -0.1
C 0.748197 3.118458 2.713095 0.3 -0.2 0.2
C -1.620673 3.858871 3.027609 -0.1 0.1 0.1
H -2.488161 4.226011 2.487700 -0.2 0.0 -0.1
H -1.106938 4.728721 3.438768 0.0 0.1 0.0
H -1.966804 3.263880 3.872448 0.0 -0.1 0.1
H 1.313865 2.221848 2.475499 0.1 0.1 0.0
H 0.742920 3.240750 3.792617 -0.1 0.0 0.3
H 1.285627 3.969257 2.294148 0.1 0.0 0.0
C -2.175057 -0.989982 2.733774 0.1 0.0 0.1
H -2.573278 0.946527 3.528520 -0.1 0.0 0.2
C -0.650742 0.364514 4.215931 0.1 0.0 0.0
H -3.130155 -0.984425 2.216520 -0.1 0.1 -0.2
H -2.293847 -1.597199 3.631951 0.0 0.0 0.1
H -1.448109 -1.475516 2.091674 -0.1 0.2 0.3
H 0.333064 0.141919 3.818148 0.2 -0.1 0.0
H -0.904676 -0.420753 4.929352 0.0 0.0 0.0
H -0.598631 1.296941 4.769091 0.1 0.3 0.0
Cl 1.180671 -1.106336 1.609435 1.3 1.0 0.6
H 1.385424 1.790757 0.445319 1.5 1.3 0.8
P 1.951302 -0.082658 -1.593399 2.5 -0.7 -2.8
C 2.813946 1.402848 -2.381412 -0.1 -0.4 0.0
C 3.353281 -1.261797 -1.239262 0.0 0.1 -0.5
C 0.945905 -0.760349 -3.023875 0.4 0.2 -0.1
C 3.119479 2.538451 -1.413468 0.2 0.2 0.0
H 2.051436 1.768869 -3.069763 -0.1 0.0 -0.1
C 4.070601 1.063081 -3.178498 0.0 0.0 -0.1
H 4.932114 0.927296 -2.528207 0.1 0.0 0.1
H 4.302722 1.895612 -3.843224 0.0 0.1 0.0
H 3.977557 0.175854 -3.795377 0.0 -0.1 -0.1
H 2.226226 3.096955 -1.162047 -0.1 -0.1 0.2
H 3.823188 3.226917 -1.884040 0.1 0.1 -0.1
H 3.574329 2.184477 -0.491164 0.0 0.0 0.1
H 0.339700 0.119567 -3.249537 0.0 0.1 0.0
C -0.008257 -1.881915 -2.628076 0.3 0.0 -0.1
C 1.720902 -1.142217 -4.275512 0.1 0.0 -0.2
H 2.093445 -0.278332 -4.817366 0.1 0.1 0.0
H 1.062793 -1.686032 -4.954213 -0.1 0.0 -0.1
H 2.561758 -1.798812 -4.053491 0.1 -0.1 0.0
H -0.079405 -2.004888 -1.551091 0.1 -0.1 -0.3
H 0.285149 -2.834788 -3.059690 0.2 -0.2 0.0
H -1.006156 -1.651745 -3.001251 0.4 -0.1 0.0
C 4.211386 -0.727746 -0.097314 0.0 0.1 0.1
H 3.958229 -1.255307 -2.146307 0.1 -0.1 -0.1
C 2.918440 -2.699811 -0.989801 -0.1 0.0 0.0
H 4.928392 0.018167 -0.428560 0.0 0.2 -0.1
H 4.775830 -1.549052 0.345888 0.0 0.0 0.1
H 3.597476 -0.282491 0.678211 0.0 0.0 0.2
H 2.168156 -2.771589 -0.210193 -0.1 0.0 0.1
H 3.783437 -3.283065 -0.671239 0.1 0.0 0.0
H 2.529511 -3.166374 -1.889359 -0.2 0.0 -0.2
Cl -3.169212 -1.042041 -2.463968 0.9 -0.2 0.6
C -2.566299 -2.136512 -1.151564 0.5 -1.4 1.4
C -1.473084 -1.893110 -0.107647 -1.7 -3.1 -1.2
C -1.226231 -3.196833 0.607509 -1.3 0.4 -1.4
Cl 0.017944 -3.590947 1.808511 -0.4 0.2 -0.2
C -1.985310 -4.384781 0.411600 0.7 -0.2 0.6
Cl -1.659015 -5.901956 1.308769 -0.2 0.9 -0.5
C -2.997212 -4.452300 -0.508395 -0.7 -1.3 -0.1
Cl -3.891872 -5.971850 -0.743243 0.4 0.8 0.1
C -3.280727 -3.358131 -1.284478 -0.2 1.1 -0.9
Cl -4.565244 -3.593162 -2.507104 0.6 0.1 0.6